(1)
Here is a structure of composition C2H4BrFO from the OMol25 dataset. Energies are from ωB97M-V/def2-TZVPD.

CARTESIAN COORDINATES (ANGSTROEM)
C -0.17284 0.89416 0.64462
C 0.08010 -0.98619 -3.28297
O 1.08777 0.96773 1.07691
F -1.00795 -1.84295 -3.26270
Br 0.50961 -0.36152 -1.41388
H -0.58810 1.78668 0.27196
H -0.84127 0.13629 1.14016
H -0.17639 -0.11660 -3.87294
H 1.50527 1.58415 0.45017

The value obtained for the energy above the lowest of the compared OMol25 structures with the same formula, charge and spin is 116.4 kcal/mol. The total charge is 0. For the orbital gap (alpha / beta), the calculation gives 9.2 / 6.6 eV. The HOMO energy (alpha / beta) comes out at -8.9 / -7.3 eV. The spin multiplicity is 1.


(2)
Here is the molecule C3H7NO3 from the OMol25 dataset. Energies are from ωB97M-V/def2-TZVPD.

CARTESIAN COORDINATES (ANGSTROEM)
C 0.34100 -1.77017 0.49575
C -1.09771 1.58699 0.05455
C 0.30203 -0.31045 -0.10905
N 1.41291 0.38267 0.59056
O 2.49185 0.66950 0.17563
O 0.46390 -0.36007 -1.51213
O -0.89405 0.25273 0.39036
H -0.45532 -2.33030 0.06334
H 0.22790 -1.53950 1.65905
H 1.36944 -2.19858 0.20214
H -2.22018 1.74458 0.15146
H -0.87189 1.91008 -1.02908
H -0.62984 2.33254 0.82579
H -0.44003 -0.37002 -1.95835

The value obtained for the energy above the lowest of the compared OMol25 structures with the same formula, charge and spin is 118.4 kcal/mol. The total charge is 0. The SMILES is CO[C@@](C)(O)N=O. For the orbital gap (alpha / beta), the calculation gives 8.8 / 8.8 eV. The HOMO energy (alpha / beta) comes out at -8.9 / -8.9 eV. The spin multiplicity is 1.


The records above give, respectively, E_tot values of -2827.54729, -398.84905 Eh.